Here is a molecular structure, C35H51AsKN7O3S2 in a non-equilibrium geometry from OMol25. Energies are from ωB97M-V with the def2-TZVPD basis set.

Element x y z (Å)
1 K -0.36582 0.38283 0.95740
2 C -1.48142 4.16958 -0.97788
3 C -2.49335 3.03996 -1.15392
4 C -3.36388 2.98898 0.06120
5 C -4.62072 3.62691 0.12851
6 C -5.27436 3.70518 1.33481
7 C -4.67574 3.14544 2.46535
8 C -3.40969 2.57230 2.30145
9 N -2.77411 2.46172 1.11464
10 N -0.13865 3.64799 -1.09276
11 C 0.33408 3.63959 -2.45743
12 C 0.95774 2.34835 -2.88050
13 C 1.41367 2.29988 -4.17551
14 C 2.22242 1.21935 -4.54269
15 C 2.36695 0.11955 -3.67472
16 C 1.71035 0.18990 -2.45726
17 N 1.08453 1.30429 -1.98394
18 C 0.78673 4.25912 -0.09517
19 C 2.15541 3.65187 -0.05265
20 C 3.23049 4.22035 -0.81698
21 C 4.39192 3.47453 -0.94859
22 C 4.53301 2.31057 -0.20781
23 C 3.47397 1.90812 0.59991
24 N 2.32988 2.55236 0.70037
25 H -1.52538 4.58241 0.02024
26 H -1.64524 5.09410 -1.62881
27 H -2.05700 2.02754 -1.26409
28 H -3.11350 3.25430 -2.06761
29 H -4.99827 4.06049 -0.80351
30 H -6.28114 4.17124 1.34775
31 H -5.15032 3.20205 3.48842
32 H -2.82083 2.25667 3.14545
33 H 1.07083 4.48278 -2.65941
34 H -0.50735 3.88712 -3.12205
35 H 1.15294 3.13994 -4.79832
36 H 2.69721 1.23117 -5.51671
37 H 2.86135 -0.79528 -3.98732
38 H 1.61533 -0.71282 -1.82705
39 H 0.30899 4.14436 0.88712
40 H 0.87904 5.35483 -0.32550
41 H 3.05632 5.22929 -1.16947
42 H 5.20595 3.84294 -1.57633
43 H 5.41416 1.67592 -0.15954
44 H 3.64024 0.96409 1.16131
45 C 1.69904 0.97672 5.91720
46 C 1.02682 0.46073 4.65916
47 N 1.07609 1.11799 3.51875
48 O 2.01039 2.16005 3.50965
49 C 0.17422 -0.70143 4.64503
50 C -0.06471 -1.57683 5.85401
51 N -0.41956 -0.94871 3.47698
52 O -1.00218 -2.10231 3.45259
53 H 1.95686 2.04954 5.75362
54 H 2.61454 0.42834 6.17795
55 H 1.02523 0.91955 6.80891
56 H 2.02479 2.37177 2.54900
57 H 0.36120 -2.55949 5.58841
58 H -1.12662 -1.76043 6.07103
59 H 0.47586 -1.12664 6.70138
60 C -1.83998 -2.47918 -6.01415
61 C -1.25122 -2.56688 -4.59912
62 S -1.61491 -1.43444 -3.44349
63 C -0.28792 -3.57874 -4.32143
64 C -0.03087 -4.66469 -5.36887
65 S 0.53128 -3.66640 -2.88264
66 H -2.47002 -1.55957 -6.04186
67 H -2.41448 -3.35499 -6.34193
68 H -0.99933 -2.35137 -6.72746
69 H -0.85983 -5.36140 -5.49362
70 H 0.91284 -5.17248 -5.07960
71 H 0.22218 -4.19299 -6.35590
72 C -3.52450 -3.55765 -0.87038
73 As -3.85573 -1.75639 -0.11393
74 C -4.50685 -1.82080 1.69778
75 C -5.37475 -0.91225 -1.00832
76 O -2.53891 -0.75073 -0.07654
77 H -4.15247 -4.28072 -0.35195
78 H -2.44293 -3.77098 -0.66155
79 H -3.69026 -3.54098 -1.97346
80 H -5.38549 -2.45955 1.74989
81 H -4.75067 -0.77591 2.00120
82 H -3.70975 -2.19390 2.34578
83 H -6.34736 -1.44182 -0.80051
84 H -5.26798 -0.92338 -2.10671
85 H -5.42096 0.09081 -0.60138
86 C 5.16761 -3.05030 1.71098
87 C 3.74637 -3.56254 1.78189
88 C 3.34666 -3.77719 3.24094
89 C 3.44856 -4.85026 0.98629
90 C 2.83677 -2.60739 1.07411
91 N 2.10282 -1.97495 0.44392
92 H 5.92665 -3.75408 2.11279
93 H 5.31592 -2.15143 2.28374
94 H 5.47880 -2.80454 0.69551
95 H 3.80232 -4.69732 3.69938
96 H 2.26053 -3.90693 3.34562
97 H 3.59512 -2.87618 3.84364
98 H 3.77836 -5.79559 1.43269
99 H 3.85686 -4.76635 -0.03949
100 H 2.37886 -4.98829 0.85408

- Energy above the lowest of the compared OMol25 structures with the same formula, charge and spin: 0.0 kcal/mol
- Charge: -2
- Orbital gap (spin up / spin down): 1.70 / 1.70 eV
- Energy: -152523.9565 eV
- E_HOMO (spin up / spin down): 0.066 / 0.066 Ha

Mulliken atomic charge list, values in e, 2 entries: number 1, K, carries 0.57; number 2, C, carries -1.55

Here is a molecular structure, C35H51BBrLiN9O4Si from OMol25. Energies are from ωB97M-V with the def2-TZVPD basis set.

Element x y z (Å)
1 Li 1.07058 -1.90140 -1.06910
2 C -3.41798 -1.06768 -1.28807
3 C -2.65759 -1.97292 -0.37542
4 C -3.07832 -2.46854 0.87695
5 C -2.09815 -3.35117 1.24879
6 N -1.15805 -3.35627 0.27337
7 N -1.49674 -2.50465 -0.72753
8 B 0.03493 -4.28767 0.16323
9 N 1.30517 -3.52706 0.84034
10 C 1.36508 -3.00122 2.12650
11 C 2.67932 -2.62889 2.36703
12 C 3.33259 -2.84994 1.18034
13 C 4.71649 -2.57717 0.74219
14 N 2.44105 -3.42333 0.24820
15 N 0.43379 -4.59854 -1.27160
16 C 0.41690 -5.75818 -1.96064
17 C 0.79925 -5.49686 -3.25261
18 C 1.05574 -4.11242 -3.27649
19 C 1.51778 -3.26341 -4.41539
20 N 0.84112 -3.58893 -2.08307
21 N -0.17353 -5.53359 1.02546
22 C -0.95448 -6.61665 0.82768
23 C -0.93430 -7.37006 1.97602
24 C -0.10301 -6.65300 2.85946
25 C 0.27824 -6.99184 4.26415
26 N 0.34159 -5.54813 2.28088
27 H -4.23356 -0.58244 -0.75214
28 H -3.84986 -1.64114 -2.11068
29 H -2.77778 -0.29832 -1.71534
30 H -3.97873 -2.22006 1.41489
31 H -1.99933 -3.97876 2.11988
32 H 0.48835 -2.93776 2.74340
33 H 3.05184 -2.17599 3.26968
34 H 5.27737 -2.05692 1.51580
35 H 4.68586 -1.96375 -0.15924
36 H 5.22737 -3.51094 0.49848
37 H 0.17483 -6.69778 -1.49598
38 H 0.90042 -6.20313 -4.05892
39 H 1.75748 -3.87921 -5.28041
40 H 2.40915 -2.69616 -4.14426
41 H 0.74374 -2.55299 -4.70991
42 H -1.52211 -6.75860 -0.07784
43 H -1.44898 -8.29929 2.15548
44 H -0.03682 -8.00400 4.51306
45 H -0.19052 -6.30981 4.97490
46 H 1.35776 -6.92675 4.39973
47 C 1.05390 4.45266 -2.78417
48 C 0.58247 4.35117 -1.32443
49 C 1.71976 3.64466 -0.56663
50 C 0.43696 5.77507 -0.76407
51 Si -1.07231 3.38017 -1.21055
52 Br -0.51814 1.21049 -1.46489
53 C -2.29744 3.78370 -2.62860
54 C -2.47805 5.30162 -2.79018
55 C -3.67789 3.17080 -2.34667
56 C -1.83682 3.19662 -3.97386
57 C -1.87206 3.43383 0.53552
58 C -0.79361 3.30694 1.62282
59 C -2.84622 2.26731 0.77039
60 C -2.62737 4.75366 0.75777
61 H 2.04085 4.92767 -2.80199
62 H 0.39232 5.05862 -3.40306
63 H 1.15433 3.46706 -3.24542
64 H 2.63717 4.23207 -0.68890
65 H 1.90755 2.64944 -0.97294
66 H 1.53539 3.54224 0.50118
67 H 1.37389 6.31896 -0.92825
68 H 0.24747 5.77762 0.31116
69 H -0.35949 6.34424 -1.24820
70 H -2.84768 5.77876 -1.87892
71 H -3.21467 5.49035 -3.57877
72 H -1.55556 5.80402 -3.08305
73 H -4.15940 3.59671 -1.46606
74 H -3.62178 2.08707 -2.21895
75 H -4.33117 3.36884 -3.20379
76 H -0.87555 3.58300 -4.30775
77 H -2.57888 3.45399 -4.73796
78 H -1.76525 2.10969 -3.92911
79 H -0.19748 2.40046 1.49415
80 H -1.28301 3.24150 2.60061
81 H -0.12280 4.16695 1.65424
82 H -2.34356 1.30256 0.69842
83 H -3.69040 2.26358 0.08223
84 H -3.24937 2.35522 1.78557
85 H -1.99112 5.63088 0.61789
86 H -3.00140 4.78324 1.78701
87 H -3.49096 4.85436 0.09798
88 O 0.52378 -0.89686 0.95872
89 C 1.60388 -0.35246 0.63564
90 O 2.23883 -0.64758 -0.41879
91 C 2.19385 0.69271 1.54856
92 C 3.38998 1.32274 1.22887
93 C 3.91321 2.30510 2.05875
94 C 3.24376 2.66674 3.21706
95 C 2.05299 2.02421 3.51377
96 C 1.51206 1.04443 2.70584
97 N 1.32638 2.41182 4.74065
98 O 1.85609 3.21883 5.47892
99 O 0.24411 1.89956 4.94077
100 H 3.89021 1.04099 0.31154
101 H 4.84070 2.79891 1.80002
102 H 3.62124 3.42851 3.88244
103 H 0.57240 0.56784 2.94616

- 2S+1: 2
- Energy above the lowest of the compared OMol25 structures with the same formula, charge and spin: 8.9 kcal/mol
- Charge: 0
- Orbital gap (spin up / spin down): 8.42 / 5.92 eV
- Energy: -137528.6268 eV
- E_HOMO (spin up / spin down): -0.322 / -0.321 Ha

Mulliken atomic charge list, values in e, 2 entries: number 1, Li, carries 0.91; number 2, C, carries -1.02